1.
21
Properties=species:S:1:pos:R:3:forces:R:3 method="wB97M-V/def2-TZVPD" charge=0 e_lumo_ev=1.1 smiles=CC[C@H](N)CCN e_tot_ha=-308.4110 gap_ev=10.003
N 0.56671 1.66239 -0.44702 0.38 0.25 0.02
N 2.69282 -0.48722 0.48825 -0.10 0.57 0.08
C -1.61616 0.61626 -0.03941 -0.11 -0.46 0.42
C -0.08786 0.47134 0.10209 -0.37 0.17 -0.66
C 0.42709 -0.80844 -0.59151 -0.22 -0.05 -0.02
C -2.38494 -0.28257 0.92066 -0.27 -0.03 0.00
C 1.95147 -1.00412 -0.65643 -0.03 0.09 0.03
H -2.16713 -0.01064 1.95900 -0.01 -0.08 -0.10
H -1.91937 1.65084 0.16553 0.24 -0.06 -0.05
H 2.16344 -2.07538 -0.75350 -0.04 0.13 -0.04
H -1.92574 0.39821 -1.06920 0.17 0.06 0.03
H -0.00389 -1.67832 -0.08089 -0.09 0.17 0.00
H -3.46215 -0.16393 0.76460 0.11 -0.11 0.09
H 2.26446 -0.80904 1.35324 0.13 -0.10 -0.10
H 2.34395 -0.53296 -1.56486 0.01 0.02 0.24
H 0.16169 0.41913 1.16852 0.00 0.06 -0.09
H 0.28862 1.79628 -1.41762 0.07 -0.08 0.12
H -2.13804 -1.33830 0.78170 -0.04 0.08 0.03
H 0.23674 2.48922 0.05428 0.14 -0.27 -0.18
H 2.55924 0.53063 0.48532 0.16 -0.41 0.05
H 0.04906 -0.84338 -1.62276 -0.13 0.06 0.13

***

2.
25
Properties=species:S:1:pos:R:3:forces:R:3 method="wB97M-V/def2-TZVPD" charge=0 e_lumo_ev="0.8 / -1.9" spin_multiplicity=3 e_tot_ha=-692.9616 gap_ev="6.718 / 6.251"
P 1.49418 -0.71640 -1.94656 -0.83 1.20 0.63
C -2.29881 2.17850 0.61760 2.16 -1.24 -1.51
C -0.90282 1.00791 2.51967 -1.48 -3.82 -1.86
C -1.77941 2.66776 -0.54791 -1.61 1.22 0.48
C 1.22082 -0.58369 -0.14309 1.56 -4.74 -1.24
C 2.45435 -2.20776 -2.25407 -1.83 -3.00 -0.26
C -0.65819 1.93635 -1.01630 1.57 -2.40 -0.56
C 0.62705 -1.74559 0.64775 -2.79 1.90 -1.89
C -1.43829 0.91118 0.97209 1.40 3.15 1.60
C -0.44531 0.93424 -0.12395 -1.94 2.80 -0.62
H -0.15158 -2.38106 0.12017 0.65 1.10 0.39
H 0.31997 -1.42449 -2.25362 -0.56 0.28 0.09
H -1.91859 0.94529 2.99847 1.48 -0.35 0.52
H -0.30890 1.74503 2.95019 0.50 2.41 -0.28
H -2.17828 3.49131 -1.14629 0.07 0.06 0.57
H 3.50327 -1.99949 -2.21098 0.58 -0.37 -0.26
H 1.31559 -2.41875 0.96147 2.69 -2.09 0.77
H -2.98742 2.67032 1.25008 -0.73 0.20 0.54
H -0.11088 1.99996 -1.98105 -0.67 0.27 0.76
H 2.02442 -2.56046 -3.26150 1.35 0.76 0.96
H -0.15255 0.13636 2.68649 -2.03 0.78 0.02
H 2.11973 -3.12459 -1.62428 0.95 1.63 -0.50
H 1.95115 -0.09940 0.40807 1.27 1.42 0.87
H -1.93349 -0.00106 0.80244 -1.16 -1.22 0.43
H 0.23399 -1.36146 1.57512 -0.60 0.06 0.35

***

3.
16
Properties=species:S:1:pos:R:3:forces:R:3 method="wB97M-V/def2-TZVPD" charge=0 e_lumo_ev=1.1 smiles=CN(C)CCF e_tot_ha=-312.9725 gap_ev=10.177
F -3.18429 -0.28383 0.05256 0.09 0.36 0.15
N 0.43659 -0.07318 -0.34827 0.96 0.70 1.49
C 1.38597 -1.20493 -0.11583 -2.31 -0.07 -0.43
C -2.00533 0.34813 -0.32385 1.05 -0.40 -1.52
C -0.80584 -0.29704 0.39577 -0.51 -1.23 -0.78
C 1.11352 1.20042 0.07311 0.75 -0.67 -0.21
H 1.66806 1.25306 1.05107 -1.01 -0.71 -0.14
H -0.98262 -1.43049 0.30626 -0.15 1.72 0.37
H 1.94937 1.43892 -0.58967 -0.33 -0.14 -0.53
H -2.15758 1.46935 -0.36295 0.32 -1.29 0.55
H 1.82142 -1.11450 0.89424 0.25 -0.33 -0.44
H 2.06192 -1.12309 -0.95740 0.70 -0.43 0.31
H 0.74602 -2.15641 -0.20247 1.38 1.20 0.11
H 0.41670 2.01211 0.03461 -0.43 0.47 -0.03
H -0.75530 -0.03052 1.42723 0.20 0.17 1.07
H -1.70860 -0.00801 -1.33441 -0.97 0.64 0.02

***

4.
26
Properties=species:S:1:pos:R:3:forces:R:3 method="wB97M-V/def2-TZVPD" charge=0 e_lumo_ev=0.1 smiles="C[C@H](NC(=O)[C@@H](N)CC(=O)O)C(=O)O" e_tot_ha=-759.6683 gap_ev=9.829
O 3.69958 1.23793 1.89224 -1.12 -0.35 0.44
O -3.12682 0.37556 -1.68921 0.71 -0.56 0.64
O 2.04021 0.32344 3.14601 0.95 0.15 -0.19
O -3.89641 -1.35787 -0.51301 0.52 0.10 -0.03
O -1.39917 -1.21529 0.93082 -1.11 -0.63 0.05
N 0.46904 -0.12985 1.16151 0.03 -0.30 -0.86
N 0.64183 -1.81912 -1.46730 0.20 2.19 -1.03
C 0.83290 2.26116 0.80181 1.71 0.67 1.25
C 2.43983 0.74585 2.09784 -0.39 0.59 -0.44
C 1.45677 0.83527 0.89167 0.96 1.10 -1.02
C -0.50711 -0.65590 0.34467 0.43 0.32 0.76
C -2.98673 -0.87291 -1.12961 -0.41 -0.59 -1.19
C -1.72420 -1.55042 -1.64990 -0.05 2.10 -0.04
C -0.41992 -0.82072 -1.20418 -0.09 -0.38 -0.37
H -0.23265 0.09648 -1.85267 -0.19 -0.97 1.19
H -1.67625 -2.54941 -1.27275 -0.22 -0.60 -0.07
H 0.46030 -2.63480 -0.96611 -0.70 -1.75 0.92
H 1.45714 -1.45824 -1.02354 1.12 0.20 0.03
H 0.37281 2.53524 1.79157 0.34 -0.27 -1.02
H 0.11096 2.33539 0.01173 -0.41 -0.15 -0.34
H 2.02619 0.64831 -0.06363 -0.51 -0.06 0.77
H 0.35307 -0.21411 2.16650 -0.55 -0.47 -0.20
H 3.68276 1.70487 1.04903 0.25 -0.05 -0.14
H 1.65657 3.00061 0.57986 -0.87 -0.49 0.25
H -3.95080 0.63448 -1.27820 -0.69 0.70 -0.02
H -1.77991 -1.45595 -2.75512 0.11 -0.51 0.64